# 1
The following is a quantum chemistry calculation of one molecule with the formula C4H4O, from the Open Molecules 2025 dataset.

Element x y z (Å)
O (-0.16497, 1.31797, 0.31160)
C (-0.90440, 0.60030, -0.58113)
C (-0.37027, -0.62124, -0.74692)
C (0.67420, -0.73801, 0.21529)
C (0.79312, 0.49117, 0.79592)
H (-1.82100, 1.04302, -0.92502)
H (-0.64959, -1.44468, -1.38749)
H (0.49470, -1.67675, 0.69548)
H (1.48109, 0.95423, 1.49435)

- HOMO level (eV) = -8.83
- energy relative to the best compared isomer or geometry (same formula, charge and spin) (kJ/mol) = 105.59
- gap between HOMO and LUMO (hartree) = 0.366
- structure (SMILES) = c1ccoc1

=====

# 2
The following is a quantum chemistry calculation of one molecule with the formula C16H14ClN3O3S, from the Open Molecules 2025 dataset.

Element x y z (Å)
C (5.63238, -2.56017, 2.13591)
H (6.11629, -2.04936, 1.30878)
H (5.36612, -1.81627, 2.88074)
H (6.33037, -3.26935, 2.57368)
C (4.38468, -3.28559, 1.64781)
C (3.40284, -2.35319, 1.04042)
N (3.54797, -1.08159, 0.96060)
N (2.53955, -0.44595, 0.37355)
C (1.59710, -1.24150, -0.00816)
N (0.46145, -0.81530, -0.63248)
C (-0.56257, -1.66925, -0.95511)
O (-0.50831, -2.86429, -0.74290)
C (-1.71789, -0.99750, -1.54696)
C (-2.94335, -1.48040, -1.93544)
C (-3.68604, -0.36416, -2.37167)
C (-2.86447, 0.72117, -2.22534)
O (-1.67741, 0.34223, -1.73188)
C (-3.05382, 2.18773, -2.48439)
O (-2.02848, 2.94767, -1.88726)
C (-1.83705, 2.78605, -0.53806)
C (-2.86778, 2.78868, 0.39369)
C (-2.59288, 2.64865, 1.74292)
C (-1.28947, 2.49612, 2.18134)
C (-0.24995, 2.48210, 1.26695)
C (-0.52599, 2.62399, -0.08087)
Cl (0.76103, 2.55492, -1.23696)
H (0.77078, 2.34106, 1.58555)
H (-1.07890, 2.38018, 3.23276)
H (-3.40648, 2.65661, 2.45197)
H (-3.88871, 2.90630, 0.06360)
H (-2.97220, 2.40161, -3.55592)
H (-4.05431, 2.49600, -2.15020)
H (-4.68966, -0.36218, -2.74345)
H (-3.25744, -2.50279, -1.90086)
H (0.40617, 0.17696, -0.84162)
S (1.88344, -2.92906, 0.34661)
H (4.65209, -4.04198, 0.90429)
H (3.90090, -3.80817, 2.47840)

- HOMO level (eV) = -8.73
- energy relative to the best compared isomer or geometry (same formula, charge and spin) (kJ/mol) = 1.13
- gap between HOMO and LUMO (hartree) = 0.332
- structure (SMILES) = CCc1nnc(NC(=O)c2ccc(COc3ccccc3Cl)o2)s1

=====

# 3
The following is a quantum chemistry calculation of a 3-piece molecular cluster, C20H48B3O9PS overall, from the Open Molecules 2025 dataset.

Element x y z (Å)
C (0.83015, -3.37663, -1.37855)
C (0.15833, -3.01482, -2.70486)
C (0.68648, -1.75926, -3.45283)
C (1.78119, -0.91561, -2.78740)
C (1.45137, -0.11800, -1.50548)
C (0.07340, 0.57246, -1.42511)
C (-0.66921, 0.39201, -0.08725)
C (-1.77527, -0.67005, -0.15963)
B (-3.11396, -0.19504, -0.77227)
O (-3.27761, 1.05493, -1.37001)
B (-3.81650, 1.03295, -2.63245)
O (-4.53345, -0.08849, -3.03555)
B (-4.73260, -1.11443, -2.14394)
P (-5.62045, -2.75286, -2.68623)
S (-4.37336, -4.26165, -2.63455)
O (-4.21456, -1.04955, -0.88487)
H (1.91363, -3.26108, -1.41166)
H (0.61879, -4.42136, -1.14019)
H (0.43933, -2.79496, -0.54382)
H (0.26375, -3.86770, -3.37712)
H (-0.91848, -2.92722, -2.54245)
H (1.10096, -2.09461, -4.40623)
H (-0.15385, -1.12039, -3.73096)
H (2.15318, -0.21677, -3.54261)
H (2.62828, -1.56864, -2.56294)
H (2.21578, 0.65880, -1.42610)
H (1.59932, -0.75155, -0.62959)
H (0.20492, 1.64301, -1.59491)
H (-0.56872, 0.21176, -2.23068)
H (0.04009, 0.11752, 0.69751)
H (-1.10201, 1.34767, 0.21586)
H (-1.94771, -1.16892, 0.79922)
H (-1.45603, -1.48004, -0.82785)
H (-3.67711, 1.94157, -3.38100)
H (-6.17322, -2.49328, -3.94890)
H (-6.76398, -2.86449, -1.87495)
C (-3.07876, 8.96054, 1.67307)
O (-2.97252, 7.82113, 0.85242)
C (-1.75467, 7.11135, 0.95538)
C (-1.97013, 5.61911, 1.07587)
O (-2.56936, 5.20195, 2.28836)
C (-3.95209, 5.43123, 2.48849)
C (-4.86531, 4.55239, 1.66400)
O (-4.82638, 4.88805, 0.29200)
C (-4.78663, 3.79355, -0.59472)
H (-2.61473, 9.83905, 1.21108)
H (-4.13926, 9.16427, 1.81773)
H (-2.61687, 8.79498, 2.65198)
H (-1.17281, 7.46449, 1.81405)
H (-1.15675, 7.28457, 0.05027)
H (-0.97517, 5.16584, 1.09134)
H (-2.50078, 5.23386, 0.20293)
H (-4.21694, 6.48333, 2.36501)
H (-4.12273, 5.16035, 3.53359)
H (-5.88775, 4.68635, 2.04375)
H (-4.58539, 3.50309, 1.81447)
H (-4.19434, 2.97117, -0.18552)
H (-4.32007, 4.13161, -1.52017)
H (-5.79530, 3.42861, -0.82482)
C (3.99816, -2.58266, 4.11211)
O (4.25312, -3.78614, 3.42731)
C (3.27318, -4.16358, 2.48094)
C (3.87967, -4.59856, 1.16620)
O (4.50228, -3.56603, 0.42235)
C (5.74907, -3.05788, 0.85929)
C (6.92351, -3.98658, 0.64903)
O (6.87139, -5.10717, 1.50747)
C (7.24052, -6.33389, 0.92323)
H (3.33492, -2.73584, 4.97077)
H (4.95233, -2.20134, 4.47447)
H (3.54868, -1.83269, 3.45250)
H (2.57203, -3.34046, 2.30107)
H (2.69974, -5.01378, 2.87419)
H (3.04475, -4.91745, 0.53583)
H (4.53866, -5.45807, 1.30377)
H (5.71165, -2.71519, 1.89526)
H (5.92711, -2.18758, 0.22213)
H (7.83768, -3.41137, 0.85260)
H (6.95224, -4.30388, -0.39983)
H (6.90215, -6.40118, -0.11605)
H (6.76565, -7.12912, 1.49693)
H (8.32539, -6.48572, 0.94815)

- HOMO level (eV) = -8.66
- gap between HOMO and LUMO (hartree) = 0.326
- structure (SMILES) = CCCCCCCCB1OBOB([PH2]=S)O1.COCCOCCOC.COCCOCCOC

=====

# 4
The following is a quantum chemistry calculation of BrH2O2PS as an isolated structure, from the Open Molecules 2025 dataset.

Element x y z (Å)
O (0.39242, -1.44565, -0.35422)
O (0.88058, 1.02389, -0.33789)
P (-0.34362, -0.06955, -0.26548)
S (-1.74664, 0.42823, -1.55829)
Br (-0.51937, 0.07104, 2.59854)
H (0.68173, -1.90854, 0.47845)
H (0.65490, 1.90059, -0.56110)

- HOMO level (eV) = -10.01
- energy relative to the best compared isomer or geometry (same formula, charge and spin) (kJ/mol) = 129.32
- gap between HOMO and LUMO (hartree) = 0.284

=====

# 5
The following is a quantum chemistry calculation of C20H43N2O5PSi2 as an isolated structure, from the Open Molecules 2025 dataset.

Element x y z (Å)
C (5.75121, -1.00942, 4.40354)
C (4.74943, -0.81787, 3.75927)
Si (3.24868, -0.28019, 2.80431)
O (3.42274, 1.33776, 2.33705)
Si (3.49678, 2.36910, 3.68526)
P (1.36012, -0.76857, 3.91383)
O (1.41197, -0.07865, 5.42280)
O (0.21246, 0.13134, 3.13603)
H (6.68472, -1.03150, 4.91232)
H (3.20845, -1.11361, 1.58957)
H (2.23095, 3.13115, 3.75044)
H (4.66452, 3.26196, 3.59842)
H (3.59251, 1.53484, 4.89548)
H (1.92170, -0.63350, 6.01936)
H (0.27392, 1.06862, 3.36771)
C (-1.62805, -2.44600, -1.96052)
C (-1.85339, -3.83545, -1.31278)
C (-3.34485, -4.19085, -1.31030)
C (-4.16325, -3.45195, -0.25138)
C (-3.51789, -3.58505, 1.12626)
C (-2.05490, -3.14189, 1.13340)
N (-1.29334, -3.85181, 0.06875)
O (-1.01978, -5.06425, 0.43862)
C (-1.96595, -1.61561, 0.95935)
C (-1.42514, -3.41693, 2.49604)
C (-1.11246, -4.84859, -2.18400)
H (-0.79338, -1.92262, -1.49508)
H (-1.38164, -2.54362, -3.01757)
H (-2.50794, -1.80422, -1.90469)
H (-3.45367, -5.26678, -1.14016)
H (-3.75670, -3.99089, -2.30212)
H (-4.27874, -2.39845, -0.52144)
H (-5.17250, -3.86784, -0.22191)
H (-4.07412, -2.99742, 1.85981)
H (-3.58270, -4.62846, 1.45082)
H (-0.92700, -1.29263, 0.89620)
H (-2.41030, -1.11942, 1.82220)
H (-2.49522, -1.23607, 0.08799)
H (-1.50892, -4.45901, 2.80100)
H (-1.92303, -2.81618, 3.25707)
H (-0.36921, -3.14291, 2.49180)
H (-0.03703, -4.66327, -2.17579)
H (-1.46542, -4.76275, -3.21157)
H (-1.28646, -5.87415, -1.86356)
C (0.82250, 3.45844, -3.96156)
C (0.62268, 4.20754, -2.61995)
C (1.96189, 4.36268, -1.88825)
C (2.46152, 3.08379, -1.21467)
C (1.37330, 2.47180, -0.33734)
C (0.06880, 2.23747, -1.09756)
N (-0.37316, 3.48845, -1.77395)
O (-0.91657, 4.29682, -0.91782)
C (0.25832, 1.09417, -2.11061)
C (-1.00864, 1.75023, -0.13402)
C (0.09494, 5.59770, -2.97128)
H (-0.04191, 2.84091, -4.20446)
H (0.94220, 4.16092, -4.78562)
H (1.70890, 2.82372, -3.96383)
H (1.86026, 5.13773, -1.12171)
H (2.71049, 4.72421, -2.59684)
H (2.80270, 2.36326, -1.96324)
H (3.33409, 3.31545, -0.60048)
H (1.72571, 1.52790, 0.08332)
H (1.18812, 3.13786, 0.51209)
H (-0.64148, 0.95479, -2.71233)
H (0.44780, 0.16262, -1.57614)
H (1.09918, 1.23405, -2.78504)
H (-1.16334, 2.43685, 0.69754)
H (-0.71473, 0.79270, 0.29034)
H (-1.96308, 1.61504, -0.64650)
H (-0.88304, 5.53823, -3.45172)
H (0.78608, 6.07829, -3.66340)
H (0.00928, 6.24006, -2.09675)

- HOMO level (spin up / spin down) (eV) = -8.27 / -8.50
- gap between HOMO and LUMO (spin up / spin down) (hartree) = 0.314 / 0.323
- multiplicity = 3

=====

Result set for strongest force on any atom: 2.33; 1.77; 0.83; 3.56; 2.01 eV Å⁻¹, one per record in the order listed.